{"formula": "C2H2FP", "method": "ωB97M-V with the def2-TZVPD basis set", "species": ["C", "C", "F", "P", "H", "H"], "xyz": [[-0.736287, -0.627982, 1.157431], [-0.356732, -0.663101, -0.012306], [-0.713551, 0.479018, -2.912558], [0.606514, -0.346748, -2.421065], [-0.908769, -0.551890, 2.208521], [1.271086, 0.819702, -2.273833]], "atomic_forces_ev_per_a": [[1.11, 0.06, -2.16], [0.74, 0.71, -0.79], [1.03, -1.01, 0.12], [-3.73, -0.90, 2.13], [-0.25, -0.14, -0.15], [1.10, 1.28, 0.83]], "nbo_charge": [-0.396, -0.283, -0.573, 1.131, 0.234, -0.113], "charge": 0, "lumo_ev": -1.6, "gap_ev": 8.22}

{"formula": "C4H14N2O8P2Pb", "method": "ωB97M-V with the def2-TZVPD basis set", "species": ["Pb", "N", "C", "C", "P", "O", "O", "O", "P", "O", "O", "O", "H", "H", "H", "H", "H", "H", "H", "H", "N", "C", "C", "O", "O", "H", "H", "H", "H", "H", "H"], "xyz": [[0.140195, 1.442704, 0.427214], [-1.377233, -2.742670, -1.728964], [-1.405084, -1.192763, -1.664310], [-2.335737, -0.727651, -2.792977], [-2.137714, -0.627162, -0.001559], [-1.270419, -1.564414, 1.003089], [-3.523821, -1.227716, 0.083231], [-1.808837, 0.791867, 0.325792], [0.337152, -0.499964, -1.989732], [1.189923, -1.437203, -0.972767], [0.753473, -1.008506, -3.352510], [0.497253, 0.910737, -1.527916], [-2.317182, -3.076126, -1.510933], [-0.738099, -2.948003, -0.945862], [-0.942418, -3.005299, -2.614458], [-3.349968, -1.117403, -2.661594], [-1.966611, -1.046286, -3.772823], [-2.396945, 0.365485, -2.799235], [-1.457688, -1.205799, 1.891852], [2.073825, -1.023344, -0.944623], [1.319648, 2.306353, 2.918014], [2.647761, 1.605065, 2.735967], [3.033567, 1.635952, 1.239021], [4.181206, 1.254926, 0.934095], [2.053704, 2.093154, 0.561567], [0.630074, 1.790238, 3.460558], [0.999496, 2.353836, 1.915498], [1.433779, 3.280971, 3.198426], [2.505811, 0.573897, 3.069762], [3.374477, 2.123612, 3.365298], [-0.143587, 1.921513, 2.150878]], "atomic_forces_ev_per_a": [[-2.84, 0.13, 0.09], [1.10, 2.10, 1.52], [-0.10, 1.21, -0.02], [-0.02, 0.09, -0.02], [-2.83, -3.57, 0.04], [0.66, 0.46, 0.35], [1.33, 1.31, -0.85], [-4.11, -0.95, -0.90], [1.03, -3.64, -2.97], [0.06, 0.47, 0.71], [-1.26, 1.18, 1.19], [0.02, -0.38, -3.92], [-0.01, -0.22, -0.29], [-0.18, -0.62, -0.28], [-0.25, -0.23, -0.09], [0.10, 0.07, 0.20], [0.17, 0.08, 0.15], [0.02, -0.15, 0.01], [0.28, -0.49, -0.22], [-0.14, -0.51, 0.22], [4.39, 0.88, 0.99], [0.21, 0.14, 1.26], [2.63, -0.28, 0.68], [-2.76, 0.67, 0.27], [5.58, 1.71, -0.65], [0.08, 0.38, -0.03], [0.90, 1.14, 2.19], [-0.05, -0.07, 0.49], [0.25, 0.13, -0.06], [0.18, -0.43, -0.22], [-4.43, -0.62, 0.14]], "mulliken_charge": [0.885, -0.306, 0.356, -1.771, 0.779, -0.528, -0.805, -0.420, 0.704, -0.532, -0.791, -0.474, 0.373, 0.428, 0.371, 0.435, 0.435, 0.452, 0.319, 0.321, -0.279, -0.536, 0.639, -0.648, -0.662, 0.431, 0.080, 0.317, 0.243, 0.352, -0.166], "charge": 0, "lumo_ev": [-0.2, -0.3], "gap_ev": [5.78, 5.55]}

{"formula": "CH3F2N2P", "method": "ωB97M-V with the def2-TZVPD basis set", "species": ["C", "N", "N", "F", "F", "P", "H", "H", "H"], "xyz": [[-0.820686, 0.654392, 0.113319], [-1.808169, -0.113764, -0.159641], [1.604772, -1.965930, -0.295839], [1.471359, 0.907719, -0.969199], [1.522309, 0.950235, 1.294382], [0.900723, -0.005734, 0.122625], [-1.055129, 1.667441, 0.339928], [-2.582526, 0.501691, -0.358680], [0.767349, -2.596050, -0.086897]], "atomic_forces_ev_per_a": [[-1.21, -1.94, 0.05], [1.72, 0.25, -0.58], [-2.17, 3.77, 1.09], [0.40, 0.13, -1.31], [-0.72, -1.62, -0.60], [1.42, -3.06, 0.92], [0.76, 1.26, -0.02], [-0.91, -0.06, 0.45], [0.69, 1.27, 0.00]], "nbo_charge": [-0.265, -0.510, -0.915, -0.546, -0.559, 1.928, 0.199, 0.343, 0.326], "charge": 0, "lumo_ev": [-0.7, -0.7], "gap_ev": [8.42, 8.42]}

{"formula": "C6H12O", "method": "ωB97M-V with the def2-TZVPD basis set", "species": ["C", "C", "O", "C", "C", "C", "C", "H", "H", "H", "H", "H", "H", "H", "H", "H", "H", "H", "H"], "xyz": [[3.234348, 0.042825, 0.496596], [2.004516, 0.124103, -0.399344], [0.848671, 0.421489, 0.369455], [-0.244804, -0.306635, -0.144185], [-1.567532, -0.093748, 0.539399], [-2.742460, -0.492202, -0.311885], [-2.565702, 0.939953, 0.099156], [3.990071, -0.614140, 0.054747], [3.698798, 1.017917, 0.671173], [2.942605, -0.385724, 1.460753], [1.852452, -0.843442, -0.905011], [2.122103, 0.878991, -1.193758], [-0.368527, -0.095399, -1.220707], [-0.007702, -1.380519, -0.061845], [-1.608300, -0.380954, 1.587738], [-2.521409, -0.736473, -1.347985], [-3.538033, -1.093340, 0.112052], [-2.283664, 1.665323, -0.658131], [-3.245437, 1.331969, 0.851778]], "atomic_forces_ev_per_a": [[0.03, 0.02, 0.03], [0.24, -0.09, -0.10], [-0.15, 0.04, 0.02], [-0.28, -0.20, -0.19], [0.12, -0.07, 0.08], [-0.17, -0.17, -0.10], [-0.01, 0.20, 0.00], [-0.07, 0.14, -0.01], [-0.17, -0.11, 0.03], [0.06, 0.07, -0.14], [0.12, 0.16, 0.14], [0.01, -0.12, 0.16], [0.00, 0.07, 0.14], [-0.04, 0.06, -0.07], [0.05, 0.04, -0.16], [-0.03, 0.02, 0.15], [0.04, 0.16, 0.06], [0.04, -0.15, 0.07], [0.19, -0.07, -0.10]], "nbo_charge": [-0.630, -0.064, -0.542, -0.050, -0.249, -0.416, -0.414, 0.209, 0.210, 0.220, 0.162, 0.169, 0.157, 0.163, 0.218, 0.208, 0.216, 0.215, 0.218], "charge": 0, "lumo_ev": 1.2, "gap_ev": 10.82}

The records above give, respectively, energy above the lowest of the compared OMol25 structures with the same formula, charge and spin values of 3.537; 2.481; 3.452; 1.696 eV.